Entry 1:
This record from the OMol25 dataset describes a structure of composition C40H48Cl6N8O4PY at a distorted geometry. The level of theory is ωB97M-V/def2-TZVPD.

Geometry (Å):
Y 0.1710 -0.2640 0.4278
Cl 2.7591 -2.2786 6.1812
C 2.7777 -1.7829 4.5179
C 2.0459 -0.6708 4.1453
C 2.0142 -0.2477 2.8196
N 1.1841 0.7971 2.3566
C 1.2106 1.9503 3.0084
O 1.7883 2.2238 4.0669
C 0.4236 3.0954 2.3738
C 0.1685 4.1920 3.1998
C -0.4895 5.2939 2.6951
C -0.8508 5.2860 1.3553
C -0.5466 4.1610 0.6122
N 0.0552 3.0696 1.0897
C 2.7499 -0.9549 1.8542
C 3.4973 -2.0645 2.2466
C 3.5061 -2.4818 3.5642
Cl 4.4253 -3.8905 3.9892
N 2.5956 -0.5237 0.5182
C 3.6992 -0.4450 -0.2303
O 4.8144 -0.9230 -0.0019
C 3.5934 0.3403 -1.5253
C 4.4121 -0.0473 -2.5859
C 4.4201 0.7072 -3.7399
C 3.6463 1.8617 -3.7841
C 2.8830 2.1731 -2.6742
N 2.8199 1.4216 -1.5732
H 1.5089 -0.1107 4.8969
H 0.5247 4.1386 4.2186
H -0.6988 6.1512 3.3223
H -1.3422 6.1307 0.8912
H -0.8023 4.1548 -0.4451
H 4.0904 -2.5945 1.5164
H 5.0435 -0.9160 -2.4605
H 5.0388 0.4244 -4.5826
H 3.6527 2.5150 -4.6469
H 2.2923 3.0859 -2.6579
Cl 0.1350 -3.1803 2.6576
C -0.7835 -4.0351 1.4389
C -1.0107 -5.3784 1.6249
C -1.6682 -6.1299 0.6516
C -2.0578 -5.4844 -0.5146
C -1.8189 -4.1358 -0.6782
Cl -2.2704 -3.4401 -2.2443
C -1.1857 -3.2650 0.2809
N -0.9434 -1.9917 0.1237
H -0.6582 -5.8482 2.5346
H -1.8529 -7.1848 0.7941
H -2.5412 -6.0334 -1.3134
C -1.1080 2.5296 -3.3619
C -0.3637 1.8443 -2.1975
N -1.2398 0.8956 -1.5031
C -2.4451 1.5794 -1.0182
C -3.2483 2.1646 -2.1991
N -2.4717 1.9096 -3.4567
C -2.3411 0.4273 -3.6747
C -1.6693 -0.1722 -2.4248
H -0.6154 2.3689 -4.3197
H -1.2519 3.5989 -3.2096
H -0.0058 2.5766 -1.4772
H 0.5015 1.2922 -2.5560
H -2.1542 2.3549 -0.3168
H -3.0479 0.8554 -0.4796
H -3.3931 3.2417 -2.1214
H -4.2138 1.6757 -2.3236
H -2.9693 2.3207 -4.2421
H -1.7463 0.2962 -4.5781
H -3.3429 0.0339 -3.8388
H -0.7986 -0.7533 -2.7036
H -2.3305 -0.8329 -1.8730
Cl -4.4610 -1.5584 -0.2165
C -5.4275 -2.1527 -1.5627
Cl -5.7622 -0.8758 -2.7615
H -6.3814 -2.4997 -1.1864
H -4.8558 -2.9319 -2.0535
O 1.0566 -0.9680 -1.8502
C 1.2939 -2.1794 -2.0554
C 1.1201 -2.7538 -3.4394
C 2.3905 -3.3802 -4.0283
C 2.6754 -4.8013 -3.5484
C 2.9528 -4.9358 -2.0550
C 1.8100 -4.4488 -1.1740
N 1.7140 -2.9965 -1.0984
H 0.7755 -1.9331 -4.0681
H 0.3144 -3.4954 -3.4044
H 3.2458 -2.7313 -3.8182
H 2.2778 -3.4018 -5.1148
H 3.5280 -5.1966 -4.1058
H 1.8170 -5.4325 -3.8059
H 3.8589 -4.3863 -1.7821
H 3.1361 -5.9880 -1.8244
H 1.9531 -4.7881 -0.1490
H 0.8498 -4.8593 -1.5034
H 1.9118 -2.5502 -0.2116
C -2.8370 -1.3455 3.1032
P -2.5602 0.3785 2.7259
C -4.1844 1.1268 2.5063
C -1.8515 1.1300 4.1904
O -1.7219 0.5959 1.4977
H -3.5071 -1.4534 3.9573
H -1.8773 -1.8155 3.3207
H -3.2515 -1.8476 2.2290
H -4.8100 0.9625 3.3841
H -4.6695 0.6796 1.6378
H -4.0671 2.1993 2.3447
H -2.4715 0.9301 5.0652
H -1.7604 2.2061 4.0406
H -0.8525 0.7183 4.3456

Summary:
* DFT total energy: -147842.1759 eV
* HOMO-LUMO gap: 4.785 eV
* HOMO level: -5.78 eV


Entry 2:
This record from the OMol25 dataset describes a structure of composition C40H48N5O9PbSi. The level of theory is ωB97M-V/def2-TZVPD.

Geometry (Å):
Pb -0.6748 0.9657 -1.3481
O 4.5037 4.6621 -1.8774
C 3.4119 3.9011 -1.7034
C 2.6293 3.9601 -0.5474
C 1.5397 3.1215 -0.4698
N 1.2326 2.2985 -1.4600
C 1.9428 2.2538 -2.5793
C 3.0647 3.0346 -2.7424
C 1.3960 1.3351 -3.6682
O 2.0695 1.1332 -4.6520
O 0.1958 0.8707 -3.4563
C 0.6102 3.0452 0.7311
O 0.7617 3.8056 1.6670
O -0.2856 2.1097 0.6562
H 4.6596 5.2203 -1.1066
H 2.8530 4.6259 0.2764
H 3.6477 2.9767 -3.6503
C -0.2587 5.4969 -2.8042
C -0.7376 6.1845 -1.7015
C -1.5962 5.5387 -0.8280
C -1.9359 4.2144 -1.0785
N -1.4085 3.5294 -2.0939
C -0.6110 4.1659 -2.9488
C -2.9480 3.4931 -0.2534
C -3.8867 4.1967 0.4944
C -4.8560 3.4916 1.1816
C -4.8753 2.1131 1.0963
C -3.9072 1.4805 0.3235
N -2.9672 2.1640 -0.3242
C -3.8815 -0.0049 0.1863
C -5.0062 -0.7783 0.4432
C -4.9213 -2.1562 0.3172
C -3.7150 -2.7252 -0.0483
C -2.6396 -1.8840 -0.2897
N -2.7250 -0.5617 -0.1802
H 0.3889 5.9676 -3.5304
H -0.4531 7.2129 -1.5240
H -1.9801 6.0532 0.0406
H -0.2362 3.5754 -3.7766
H -3.8788 5.2763 0.5132
H -5.5992 4.0135 1.7699
H -5.6219 1.5432 1.6300
H -5.9431 -0.3158 0.7184
H -5.7918 -2.7730 0.4977
H -3.6048 -3.7940 -0.1676
H -1.6660 -2.2624 -0.5637
C 0.0868 -3.4608 -2.8468
C 1.5870 -3.3975 -2.5919
C 2.2192 -4.7723 -2.7481
C 2.2356 -2.3980 -3.5332
O 1.8571 -2.9850 -1.2423
Si 1.3657 -1.9402 -0.1097
O 0.4984 -0.6914 -0.6208
O 0.3803 -2.6836 1.0227
C 0.5779 -3.9728 1.6617
C 0.0999 -5.0682 0.7195
C -0.2827 -3.9551 2.9155
C 2.0377 -4.1915 2.0358
O 2.7011 -1.5740 0.7527
C 3.6699 -0.5302 0.7011
C 3.9721 -0.1828 -0.7529
C 4.9126 -1.0570 1.4023
C 3.1038 0.6646 1.4510
H -0.1081 -3.8490 -3.8474
H -0.3408 -2.4608 -2.7940
H -0.4057 -4.1113 -2.1230
H 2.1136 -5.1236 -3.7748
H 1.7450 -5.4983 -2.0859
H 3.2806 -4.7232 -2.5040
H 2.1434 -2.7229 -4.5701
H 3.2956 -2.2927 -3.2977
H 1.7571 -1.4258 -3.4448
H -0.9456 -4.9064 0.4452
H 0.1823 -6.0436 1.2012
H 0.7046 -5.0779 -0.1846
H -1.3335 -3.8195 2.6518
H 0.0332 -3.1581 3.5927
H -0.1944 -4.9025 3.4477
H 2.6723 -4.2275 1.1506
H 2.1315 -5.1398 2.5673
H 2.3986 -3.3900 2.6800
H 4.3916 -1.0487 -1.2659
H 4.6861 0.6406 -0.8193
H 3.0560 0.1099 -1.2742
H 5.3106 -1.9191 0.8668
H 4.6673 -1.3646 2.4197
H 5.6844 -0.2873 1.4474
H 2.1894 0.9868 0.9590
H 3.8061 1.4989 1.4740
H 2.8736 0.3787 2.4803
N -0.4799 -0.2280 2.1581
C -1.5967 0.0817 2.7865
C -1.8523 1.4457 3.1446
C -2.9978 1.7524 3.8255
C -3.9155 0.7459 4.1567
C -3.6821 -0.5917 3.7986
C -2.5421 -0.9337 3.1283
H -0.2608 -1.1837 1.8346
H 0.0935 0.5390 1.8056
H -1.1300 2.2008 2.8606
H -3.1961 2.7763 4.1110
H -4.8156 1.0011 4.7003
H -4.4034 -1.3527 4.0634
H -2.3332 -1.9552 2.8428

Summary:
* DFT total energy: -81264.6726 eV
* HOMO-LUMO gap (alpha / beta): 5.599 / 6.661 eV
* total charge: +1
* HOMO level (alpha / beta): -11.02 / -11.77 eV


Entry 3:
This record from the OMol25 dataset describes a structure of composition C40H49As2BBaIN5O6S at a distorted geometry. The level of theory is ωB97M-V/def2-TZVPD.

Geometry (Å):
Ba 0.1371 0.0709 -0.2405
O -0.3369 -1.6963 -4.2616
C 0.4938 -2.8299 -4.3725
C 0.2263 -3.8571 -3.2816
N 0.4133 -3.3120 -1.9576
C -0.1258 -4.1516 -0.9049
C -0.2612 -3.4237 0.4523
O 0.0607 -4.0540 1.4654
O -0.7263 -2.2420 0.4059
C 1.7938 -2.9411 -1.7173
C 2.2005 -1.5184 -2.1390
O 3.4141 -1.2852 -2.1828
O 1.2594 -0.6699 -2.2934
H -0.0011 -1.2021 -3.4885
H 1.5507 -2.5349 -4.3700
H 0.2885 -3.2940 -5.3422
H 0.8780 -4.7393 -3.4579
H -0.8087 -4.1892 -3.3784
H 0.4678 -5.0657 -0.7450
H -1.1391 -4.4596 -1.1873
H 2.5017 -3.6515 -2.1724
H 1.9845 -2.9537 -0.6395
B -0.0519 2.8270 3.7050
N -0.0028 1.2730 3.8160
C 0.1152 0.5785 4.9572
C 0.2671 -0.7604 4.6483
C 0.2275 -0.7910 3.2485
N 0.0768 0.4396 2.7570
N -0.9972 3.2852 2.5686
C -0.6921 4.1789 1.6092
C -1.8391 4.4726 0.9016
C -2.8134 3.6745 1.5139
N -2.3073 2.9682 2.5214
H 1.0533 3.2747 3.4454
H -0.4404 3.2414 4.7822
H 0.0635 1.0867 5.9065
H 0.3628 -1.5903 5.3282
H 0.2675 -1.6464 2.5885
H 0.3172 4.5318 1.4784
H -1.9369 5.1109 0.0398
H -3.8564 3.5773 1.2512
I -2.1569 1.7386 -2.3237
C -1.3146 3.6215 -2.6874
C -2.0692 4.5042 -3.4095
C -1.5455 5.7813 -3.6991
C -0.2968 6.1120 -3.2631
C 0.4869 5.1988 -2.5140
C 1.7751 5.5671 -2.0654
C 2.5074 4.6698 -1.3442
C 1.9801 3.3970 -1.0336
C 0.7230 2.9385 -1.3991
C -0.0097 3.8944 -2.1869
H -3.0555 4.2236 -3.7539
H -2.1388 6.4879 -4.2686
H 0.1172 7.0916 -3.4830
H 2.1588 6.5543 -2.3039
H 3.5019 4.9452 -1.0005
H 2.6412 2.7570 -0.4577
C -3.1057 -0.1184 3.3558
As -3.1456 -0.1660 1.4040
C -4.7670 0.9491 1.2509
C -3.9866 -1.9378 1.1572
C -4.4948 -2.6503 2.2409
C -5.0237 -3.9239 2.0893
C -5.0517 -4.5086 0.8346
C -4.5540 -3.8105 -0.2560
C -4.0211 -2.5319 -0.1140
As -3.2927 -1.5569 -1.6554
C -3.3585 -2.9759 -3.0021
C -5.0080 -0.7456 -2.2226
H -4.1064 -0.2000 3.7840
H -2.6782 0.8506 3.6085
H -2.4612 -0.9094 3.7356
H -5.6557 0.4074 1.5762
H -4.8977 1.3108 0.2322
H -4.5921 1.8024 1.9057
H -4.4595 -2.2146 3.2304
H -5.3958 -4.4617 2.9537
H -5.4463 -5.5097 0.7029
H -4.5729 -4.2871 -1.2280
H -4.3813 -3.3093 -3.1830
H -2.7445 -3.8168 -2.6884
H -2.9267 -2.5635 -3.9138
H -5.7916 -1.5040 -2.2567
H -4.8681 -0.3094 -3.2128
H -5.2980 0.0467 -1.5359
C 8.8343 -1.5102 1.0342
C 7.4118 -1.0359 0.8899
C 7.1165 0.1536 0.2318
C 5.8053 0.5808 0.0859
C 4.7843 -0.1815 0.6251
C 5.0484 -1.3783 1.2686
C 6.3626 -1.7960 1.4008
S 3.0933 0.3402 0.4380
C 3.0441 1.4543 1.8530
O 2.2347 -0.8133 0.8453
H 9.5258 -0.8383 0.5259
H 8.9565 -2.5079 0.6084
H 9.1257 -1.5635 2.0854
H 7.9213 0.7428 -0.1929
H 5.5758 1.4870 -0.4626
H 4.2222 -1.9739 1.6378
H 6.5791 -2.7354 1.8975
H 3.1533 0.8635 2.7624
H 2.0693 1.9413 1.8507
H 3.8319 2.2007 1.7574

Summary:
* DFT total energy: -203998.3340 eV
* HOMO-LUMO gap: 6.041 eV
* total charge: -2
* HOMO level: -2.34 eV


Entry 4:
This record from the OMol25 dataset describes a structure of composition C40H49As2Br2GeMgN4. The level of theory is ωB97M-V/def2-TZVPD.

Geometry (Å):
Mg 0.4075 1.3900 0.2882
Br -0.4348 0.2854 6.9089
C -0.2892 0.6258 5.0690
C -1.1992 0.0765 4.1721
C -1.0094 0.3224 2.8294
N -0.0130 1.0729 2.3435
C 0.8317 1.6578 3.2153
C 0.7300 1.4337 4.5817
C 1.8553 2.5722 2.6430
C 2.6979 3.3393 3.4339
C 3.6108 4.1924 2.8229
Br 4.7676 5.2361 3.8651
C 3.6447 4.2626 1.4354
C 2.7614 3.4725 0.7268
N 1.8896 2.6440 1.3035
H -2.0319 -0.5166 4.5231
H -1.6962 -0.0747 2.0920
H 1.4259 1.8730 5.2799
H 2.6587 3.3089 4.5122
H 4.3294 4.9281 0.9293
H 2.7431 3.5081 -0.3579
C -4.6919 1.2853 0.7205
As -3.0162 0.9469 -0.2418
C -3.6635 -0.6190 -1.2650
C -3.1807 2.4089 -1.5437
C -4.1931 2.4252 -2.4960
C -4.2988 3.4646 -3.4090
C -3.3866 4.5078 -3.3763
C -2.3822 4.5162 -2.4194
C -2.2777 3.4800 -1.4963
As -0.9212 3.5282 -0.1078
C -0.1111 5.2909 -0.2643
C -2.0209 3.8989 1.4643
H -5.5135 1.3226 0.0072
H -4.6417 2.2393 1.2423
H -4.8891 0.4979 1.4474
H -4.2917 -0.3254 -2.1034
H -4.2644 -1.2336 -0.5950
H -2.8379 -1.2225 -1.6445
H -4.9268 1.6283 -2.5258
H -5.0926 3.4591 -4.1439
H -3.4627 5.3226 -4.0837
H -1.6799 5.3396 -2.3910
H 0.4943 5.3919 -1.1633
H 0.5267 5.4407 0.6066
H -0.8875 6.0543 -0.2582
H -2.8180 4.5856 1.1842
H -1.3948 4.3771 2.2182
H -2.4492 2.9914 1.8856
C 4.3381 -0.3563 0.8935
C 2.9638 -0.2352 1.0972
N 2.1094 0.0912 0.1383
C 2.6057 0.3369 -1.0982
C 3.9786 0.2616 -1.3992
C 4.8500 -0.1024 -0.3568
C 4.4292 0.5245 -2.7309
C 3.5461 0.8004 -3.7171
C 2.1392 0.8300 -3.4565
C 1.1831 1.0148 -4.4729
C -0.1497 0.9459 -4.1538
C -0.5204 0.7741 -2.8173
N 0.3476 0.6542 -1.8244
C 1.6672 0.6357 -2.1461
H 4.9812 -0.6518 1.7106
H 2.5409 -0.4155 2.0800
H 5.9114 -0.1892 -0.5535
H 5.4907 0.4756 -2.9370
H 3.8872 0.9773 -4.7290
H 1.5082 1.1889 -5.4909
H -0.9136 1.0360 -4.9132
H -1.5681 0.7355 -2.5646
C -0.9634 -6.8109 2.2605
C -0.7932 -5.3014 2.1884
C -1.8923 -4.6065 1.3858
C -1.6068 -3.1075 1.2471
Ge 0.1866 -2.8777 0.4412
C 0.5480 -2.9324 -1.5057
C 0.6277 -4.3926 -1.9502
C 1.6406 -5.1658 -1.1071
C 1.6696 -6.6567 -1.4038
H -0.1585 -7.2649 2.8361
H -0.9667 -7.2577 1.2658
H -1.9044 -7.0607 2.7511
H 0.1823 -5.0662 1.7079
H -0.7541 -4.8812 3.1969
H -2.8583 -4.7309 1.8789
H -1.9683 -5.0731 0.4004
H -1.5672 -2.6287 2.2270
H -2.3475 -2.6007 0.6252
H 1.3442 -2.5784 1.4171
H 1.4920 -2.4105 -1.6711
H -0.2548 -2.3893 -2.0082
H 0.9119 -4.4211 -3.0042
H -0.3524 -4.8695 -1.8694
H 1.3680 -5.0125 -0.0375
H 2.6374 -4.7388 -1.2454
H 0.6936 -7.1145 -1.2407
H 2.3952 -7.1623 -0.7688
H 1.9582 -6.8322 -2.4405

Summary:
* DFT total energy: -371938.3705 eV
* HOMO-LUMO gap: 6.642 eV
* total charge: +3
* HOMO level: -15.80 eV


Calculated relative energy (zero: lowest compared OMol25 entry of this formula, charge and spin), 0.832, 0.283, 0.054, 1.320 eV (same order as the records).